Entry 1:
C2H7NO2 | ωB97M-V/def2-TZVPD

Structure (XYZ):
```
12
C2H7NO2, DFT ωB97M-V/def2-TZVPD
C 2.59121 0.35141 0.69672
O 2.25420 -0.97067 1.06152
H 1.80519 1.11174 0.85101
H 2.78542 0.41832 -0.37746
H 3.43302 0.72818 1.27734
H 2.78051 -1.19455 1.83722
C -2.21383 0.19842 -0.61830
N -1.46804 -0.34788 -1.54289
O -1.83045 0.93943 0.31493
H -3.30821 0.06250 -0.66585
H -0.47488 -0.13954 -1.48640
H -1.98029 -0.86031 -2.24612
```

Summary:
- Largest force on an atom: 2.0 eV/Å
- Relative energy (zero: lowest compared OMol25 entry of this formula, charge and spin): 165.7 kJ/mol
- E_LUMO (spin up / spin down): -0.187 / -0.361 Ha
- Total charge: +1
- Gap between HOMO and LUMO (spin up / spin down): 8.31 / 3.54 eV
- Spin multiplicity: 2
- <S²>: 0.755
- HOMO (spin up / spin down): -13.4 / -13.4 eV

***

Entry 2:
C2H7NO2S2 | ωB97M-V/def2-TZVPD

Structure (XYZ):
```
14
C2H7NO2S2, DFT ωB97M-V/def2-TZVPD
C 0.64517 0.92997 -1.17214
C 0.49931 -0.20788 -0.15189
N -0.27481 -1.33401 -0.62204
O 0.68896 1.05116 2.17104
O -0.55546 -1.04844 2.06091
S -0.81928 1.97524 -1.35920
S -0.31677 0.47849 1.39177
H 1.10358 0.41465 -1.98931
H 1.43908 1.70575 -0.70467
H 1.89868 -0.50572 0.26169
H -1.10033 -1.22005 -1.15095
H -0.24451 -2.11163 0.00188
H -1.28579 -1.07616 2.62948
H -1.67784 0.94863 -1.36656
```

Summary:
- Largest force on an atom: 4.8 eV/Å
- Relative energy (zero: lowest compared OMol25 entry of this formula, charge and spin): 337.6 kJ/mol
- E_LUMO: 0.016 Ha
- Gap between HOMO and LUMO: 9.11 eV
- Spin multiplicity: 1
- HOMO: -8.7 eV